1.
Formula: C49H84F7N5O2
Source: the Open Molecules 2025 dataset
Level of theory: ωB97M-V/def2-TZVPD

Summary:
E_LUMO, eV: -2.01
Orbital gap, eV: 5.795

```
147
Properties=species:S:1:pos:R:3:forces:R:3
C 6.629 -4.208 2.106 -1.1 0.5 -2.1
C 6.194 -3.816 0.708 -0.4 0.3 3.0
C 4.949 -2.702 0.667 -1.7 0.4 -0.2
C 5.360 -1.194 1.252 -4.6 -0.9 -1.2
C 4.195 -0.042 1.302 -1.0 -3.8 -1.7
C 2.698 -0.451 0.771 1.1 -1.5 -0.2
C 2.293 -1.947 0.141 3.1 0.8 1.4
C 3.461 -3.096 0.093 0.0 4.1 1.2
C 0.714 -2.183 -0.359 -0.5 -1.9 -3.7
O 0.423 -2.817 -1.499 1.8 3.8 7.4
C -0.429 -1.515 0.662 -1.3 1.0 1.6
C -0.024 -0.018 1.289 -2.6 -1.3 0.9
C -1.009 0.761 2.347 -0.7 -4.4 -2.1
C -2.414 0.004 2.763 2.6 -1.5 -2.5
C -2.818 -1.454 2.131 2.6 1.1 -0.9
C -1.846 -2.293 1.064 1.2 4.1 1.3
C -2.224 -3.785 0.457 2.0 -0.2 -0.4
F -2.354 -3.819 -1.018 0.2 0.1 4.6
F -1.075 -4.708 0.791 -3.5 2.6 -1.0
C -3.573 -4.451 1.114 1.0 -3.2 0.9
F -3.615 -5.894 0.670 0.1 4.7 1.4
F -3.433 -4.525 2.617 -0.7 0.6 -5.0
C -4.985 -3.763 0.629 -2.9 -0.2 -0.8
F -4.831 -2.501 -0.133 -0.5 -4.4 3.0
F -5.708 -4.729 -0.279 2.5 3.7 3.3
F -5.832 -3.558 1.836 2.8 -0.3 -4.3
C 1.440 0.649 0.834 1.0 4.0 -0.8
O 1.608 1.960 0.577 -1.2 -8.3 1.9
H 7.634 -3.858 2.604 -1.3 -2.0 -1.6
H 5.884 -4.877 2.753 1.1 2.9 -0.8
H 6.691 -4.275 -0.248 -0.4 2.1 1.8
H 6.438 -0.971 1.649 -2.4 -0.6 -0.9
H 4.383 1.060 1.700 -0.5 -2.7 -1.0
H 3.183 -4.164 -0.349 0.9 2.6 1.1
H -0.640 1.790 2.770 -1.0 -2.3 -0.9
H -3.121 0.543 3.544 1.6 -1.4 -1.9
H -3.857 -1.944 2.446 2.6 1.3 -0.6
C -1.872 -2.805 -4.990 0.1 0.0 0.1
C -1.355 -3.912 -5.906 0.1 0.2 0.0
N 0.031 -3.728 -6.343 0.2 0.0 -0.3
C 0.422 -4.640 -7.423 -0.2 0.2 -0.1
C 0.452 -6.133 -7.108 0.2 -0.3 -0.2
C 1.029 -3.555 -5.286 -0.3 0.3 0.1
C 1.162 -4.668 -4.252 0.3 -0.2 0.2
H -1.770 -1.822 -5.462 0.1 -0.1 0.0
H -2.934 -2.965 -4.778 0.1 0.0 0.0
H -1.348 -2.789 -4.031 0.0 0.0 0.0
H -2.007 -3.922 -6.789 0.3 -0.1 0.0
H -1.496 -4.873 -5.402 -0.1 -0.2 0.1
H 1.403 -4.342 -7.814 -0.1 0.1 0.2
H -0.269 -4.486 -8.263 0.0 0.1 0.2
H 1.326 -6.402 -6.513 -0.1 0.0 0.0
H 0.520 -6.703 -8.044 0.0 0.1 0.1
H -0.448 -6.471 -6.591 0.0 0.0 0.0
H 0.806 -2.622 -4.753 -0.1 -0.1 -0.1
H 2.012 -3.374 -5.737 -0.2 -0.1 -0.2
H 0.195 -5.038 -3.902 0.1 0.1 0.0
H 1.701 -4.292 -3.376 -0.1 0.0 -0.1
H 1.741 -5.509 -4.639 -0.2 0.0 0.0
C 10.052 -0.988 3.522 0.1 0.0 0.0
C 10.145 -1.903 4.740 0.1 -0.1 -0.2
N 11.051 -3.041 4.566 -0.1 -0.3 0.0
C 10.926 -4.047 5.625 -0.3 0.0 -0.2
C 11.312 -3.631 7.042 0.1 -0.2 0.3
C 12.426 -2.723 4.171 -0.2 0.2 -0.3
C 13.229 -1.808 5.089 0.4 0.1 0.2
H 9.760 -1.548 2.628 0.1 0.0 0.1
H 9.295 -0.216 3.695 0.1 -0.1 0.0
H 10.997 -0.476 3.321 -0.1 -0.1 0.0
H 9.132 -2.283 4.927 0.2 -0.2 0.1
H 10.418 -1.298 5.609 0.0 0.2 0.2
H 11.503 -4.939 5.350 0.0 0.2 -0.1
H 9.882 -4.388 5.646 0.1 0.2 -0.1
H 12.395 -3.580 7.166 -0.1 0.1 0.0
H 10.948 -4.381 7.755 0.0 0.1 -0.1
H 10.876 -2.673 7.331 0.0 0.0 0.0
H 12.399 -2.266 3.174 -0.2 0.0 0.1
H 12.988 -3.653 4.021 -0.3 0.0 0.1
H 12.652 -0.950 5.442 0.0 -0.1 0.0
H 14.096 -1.415 4.547 -0.1 0.0 0.0
H 13.619 -2.349 5.954 -0.1 0.2 0.0
C -8.731 4.466 4.431 0.1 0.0 0.0
C -8.329 3.194 3.689 0.2 0.2 0.1
N -6.882 2.978 3.611 0.3 -0.1 -0.3
C -6.506 1.913 2.676 -0.2 0.3 -0.1
C -6.956 0.493 3.008 0.1 -0.4 -0.2
C -6.155 2.972 4.883 -0.2 0.4 0.0
C -6.578 1.949 5.932 0.2 -0.2 0.3
H -8.258 5.348 3.987 0.0 -0.1 0.1
H -9.816 4.603 4.371 0.1 -0.1 0.0
H -8.467 4.423 5.491 0.0 0.0 -0.1
H -8.729 3.282 2.670 0.3 -0.2 0.0
H -8.840 2.345 4.154 -0.2 -0.1 0.1
H -5.417 1.915 2.540 -0.1 0.1 0.2
H -6.909 2.173 1.688 -0.1 0.1 0.2
H -6.355 0.056 3.807 -0.1 0.0 0.0
H -6.823 -0.148 2.127 0.0 0.1 0.1
H -8.009 0.441 3.288 0.1 0.0 0.0
H -6.239 3.971 5.330 -0.1 -0.1 -0.2
H -5.082 2.857 4.691 -0.1 0.0 -0.3
H -7.664 1.870 6.032 0.1 0.0 -0.1
H -6.183 2.243 6.910 0.0 0.0 -0.1
H -6.173 0.959 5.714 -0.2 0.0 0.0
C -7.698 4.859 -0.104 0.0 0.0 0.1
C -6.878 6.030 -0.640 0.1 -0.1 0.3
N -5.820 6.484 0.266 0.1 0.3 0.1
C -5.225 7.763 -0.136 -0.3 0.0 0.1
C -4.462 7.802 -1.457 0.3 0.3 -0.1
C -4.863 5.468 0.710 -0.4 -0.2 0.1
C -4.074 4.726 -0.363 0.4 -0.1 -0.1
H -8.136 5.097 0.871 0.1 0.0 -0.1
H -8.519 4.635 -0.793 0.1 0.1 0.0
H -7.099 3.950 -0.007 0.0 0.1 0.0
H -7.581 6.857 -0.808 0.3 0.1 0.1
H -6.480 5.754 -1.621 0.0 -0.1 -0.2
H -4.566 8.125 0.664 -0.1 -0.3 0.0
H -6.031 8.509 -0.189 0.0 -0.2 0.0
H -3.482 7.331 -1.370 -0.1 0.0 -0.1
H -4.285 8.846 -1.746 0.0 -0.1 0.0
H -5.011 7.331 -2.273 0.0 0.0 0.1
H -5.406 4.724 1.307 -0.1 0.1 -0.1
H -4.158 5.915 1.420 -0.2 0.2 -0.1
H -4.693 4.422 -1.211 0.0 0.0 0.1
H -3.640 3.816 0.065 0.0 0.0 0.0
H -3.240 5.325 -0.735 -0.1 -0.1 -0.1
C 0.203 0.174 -3.183 0.0 0.0 0.0
C 0.027 0.732 -4.593 -0.1 0.2 0.2
N -0.278 2.165 -4.636 -0.3 0.2 -0.2
C -0.706 2.625 -5.960 -0.2 -0.2 0.2
C 0.312 2.550 -7.096 0.0 0.2 -0.4
C 0.661 3.051 -3.944 -0.1 -0.3 0.3
C 2.119 3.019 -4.389 0.3 0.2 -0.1
H -0.680 0.373 -2.567 0.1 0.0 -0.1
H 0.341 -0.911 -3.228 0.0 0.2 0.0
H 1.080 0.592 -2.683 0.0 0.0 0.0
H -0.803 0.179 -5.051 0.1 0.3 -0.1
H 0.923 0.493 -5.175 0.1 -0.1 -0.1
H -1.075 3.656 -5.886 0.1 -0.1 0.2
H -1.585 2.036 -6.255 0.1 -0.1 0.2
H 1.059 3.341 -7.020 0.0 -0.1 0.0
H -0.200 2.690 -8.056 0.1 0.0 0.1
H 0.820 1.585 -7.140 0.0 0.0 0.0
H 0.628 2.817 -2.873 -0.1 -0.1 -0.1
H 0.298 4.084 -4.001 -0.1 -0.2 -0.2
H 2.491 2.004 -4.547 -0.1 0.0 0.0
H 2.747 3.478 -3.619 -0.1 -0.1 0.0
H 2.273 3.595 -5.304 0.0 -0.2 0.0
```
Positions in Å, forces in eV/Å.

Löwdin population analysis, charges in e, atoms 1 to 4: atom 1 (C): -0.032, atom 2 (C): -0.147, atom 3 (C): -0.128, atom 4 (C): 0.009

***

2.
Formula: C49H90Br2F5N7O9
Source: the Open Molecules 2025 dataset
Level of theory: ωB97M-V/def2-TZVPD

Summary:
E_LUMO, eV: 0.28
Orbital gap, eV: 8.867

```
162
Properties=species:S:1:pos:R:3:forces:R:3
C 4.416 -2.270 3.791 0.4 -0.3 0.3
C 4.036 -1.751 2.762 -1.0 1.9 0.6
C 3.389 -0.734 1.795 0.6 -1.4 -1.1
C 2.132 -1.312 0.965 0.5 1.6 -0.3
C 0.966 -1.896 1.838 0.0 0.7 0.9
C 0.234 -3.220 1.423 1.5 -1.6 0.7
F -0.092 -3.887 2.671 -0.2 0.9 -1.3
O -0.871 -3.168 0.586 0.1 0.4 1.6
C -2.012 -2.373 0.891 -2.8 -0.4 -2.1
C -3.117 -3.081 -0.098 1.1 0.4 -0.5
O -4.314 -2.310 -0.203 0.5 -0.4 -0.4
C -4.571 -1.846 -1.538 -1.3 0.4 -0.8
C -4.922 -3.015 -2.571 0.7 0.8 1.3
C -2.694 -2.510 2.283 2.3 1.3 3.0
C -1.982 -1.510 3.430 -0.8 -1.0 1.4
C -2.756 -1.501 4.896 2.6 0.2 -5.4
O -1.388 -2.190 4.598 -3.2 2.3 -1.3
C -1.846 -0.964 0.210 0.5 1.8 -0.1
Br -0.481 -0.913 -1.252 -1.0 -0.5 0.9
C -2.519 0.210 0.398 -0.1 -1.6 0.3
C -3.677 0.335 1.425 -0.1 2.0 0.1
Br -2.108 1.835 -0.660 -0.5 -1.4 1.1
C 1.171 -4.310 0.662 -1.2 1.3 -1.8
N 0.341 -5.357 0.055 0.7 -0.7 1.2
C 0.918 -5.850 -1.230 -0.2 -0.1 -0.1
C 0.350 -4.950 -2.397 -0.2 0.2 0.0
C 1.363 -4.261 -3.387 -0.1 -0.1 -2.1
C 0.795 -4.519 -4.877 -0.4 -0.1 1.1
C 2.856 -4.762 -3.372 0.3 0.4 1.2
C 3.807 -4.168 -4.491 1.2 0.3 0.5
C 4.311 -2.692 -4.190 -1.0 0.5 -0.6
C 3.655 -1.539 -4.531 0.5 0.2 0.4
C 4.330 -0.146 -4.124 0.0 -1.1 -1.1
C 2.305 -1.433 -5.331 0.7 -0.2 0.1
C -0.133 -6.408 0.958 -0.6 -1.4 0.4
C -1.693 -6.708 0.902 0.5 -1.6 -0.8
C -2.274 -6.715 -0.584 0.2 0.2 1.4
F -2.466 -5.921 1.804 0.8 -0.3 -1.1
C 2.467 -4.756 1.396 3.0 -0.5 0.4
F 3.576 -4.092 0.803 -1.7 -0.8 0.8
F 2.588 -4.516 2.741 -0.7 -0.3 -1.9
F 2.819 -6.113 1.227 -1.2 2.0 0.2
H 4.809 -2.743 4.723 -0.6 0.6 -1.6
H 3.123 0.257 2.252 0.3 -1.2 0.1
H 4.170 -0.511 0.996 -0.9 -0.1 1.0
H 1.740 -0.373 0.453 0.4 -1.3 0.4
H 2.552 -1.937 0.137 -0.6 0.2 0.9
H 0.208 -1.057 1.961 0.7 -1.2 -0.2
H 1.368 -2.051 2.893 -0.5 -0.2 -1.3
H -3.337 -4.114 0.288 0.3 1.0 -0.4
H -2.602 -3.090 -1.111 -0.5 -0.4 1.1
H -3.748 -1.161 -1.893 -0.6 -0.9 0.2
H -5.513 -1.210 -1.474 1.2 -0.7 0.2
H -5.679 -3.675 -2.040 0.9 0.7 -0.9
H -5.342 -2.525 -3.492 0.4 -0.8 0.8
H -3.962 -3.571 -2.780 -1.3 0.3 -0.1
H -2.539 -3.536 2.744 0.0 1.1 -1.0
H -3.797 -2.314 2.335 1.1 -0.1 -0.7
H -1.529 -0.500 3.060 -0.5 -2.1 0.9
H -3.651 -2.040 4.463 0.8 0.4 2.2
H -2.653 -0.404 5.097 -0.4 -1.4 0.8
H -3.240 0.619 2.437 -0.6 -0.5 -1.1
H -4.393 -0.519 1.498 1.1 0.6 -0.2
H -4.301 1.241 1.130 0.8 -1.1 0.3
H 1.512 -3.721 -0.255 0.0 -0.7 1.3
H 0.609 -6.922 -1.448 0.3 1.3 0.7
H 2.035 -5.871 -1.100 -0.9 0.1 -0.7
H -0.382 -5.572 -3.009 1.0 0.6 0.7
H -0.293 -4.141 -1.920 0.8 -1.0 -0.5
H 1.328 -3.141 -3.249 0.3 -1.2 0.2
H 0.879 -5.636 -5.076 0.0 1.4 0.0
H 1.304 -3.894 -5.655 -0.5 -0.9 0.7
H -0.303 -4.253 -4.857 1.1 -0.3 -0.2
H 3.305 -4.429 -2.375 -0.4 -0.5 -1.1
H 2.919 -5.900 -3.339 -0.3 1.3 -0.3
H 3.417 -4.242 -5.543 0.2 0.1 1.1
H 4.751 -4.806 -4.470 -1.2 0.7 -0.1
H 5.320 -2.559 -3.691 -1.3 -0.4 -0.5
H 3.989 0.662 -4.841 0.3 -0.8 1.1
H 4.108 0.108 -3.052 0.3 -0.1 -1.1
H 5.441 -0.275 -4.312 -1.2 0.3 0.6
H 2.203 -0.396 -5.755 0.1 -1.0 0.5
H 2.346 -2.149 -6.211 -0.3 0.8 1.1
H 1.405 -1.636 -4.673 1.0 0.2 -0.9
H 0.134 -6.288 2.050 -0.2 0.3 -1.3
H 0.364 -7.388 0.645 -0.7 1.0 0.5
H -1.802 -7.785 1.258 0.1 1.4 -0.1
H -1.949 -5.767 -1.093 -0.6 -1.0 0.3
H -1.874 -7.634 -1.110 -0.4 1.1 0.5
H -3.390 -6.821 -0.484 1.1 0.3 -0.4
C -1.924 6.101 -0.700 -0.2 0.2 -0.2
N -3.123 6.086 -1.513 -0.1 -0.6 -0.1
C -3.759 7.349 -1.844 -0.1 -0.1 -0.1
C -3.665 4.932 -1.973 0.2 0.2 0.1
O -4.668 4.847 -2.658 0.1 0.1 0.1
H -2.150 6.565 0.264 0.2 0.0 0.0
H -1.151 6.682 -1.210 0.1 0.0 0.2
H -1.555 5.088 -0.531 -0.1 0.0 0.0
H -4.783 7.345 -1.464 0.0 0.1 -0.1
H -3.790 7.462 -2.930 -0.1 0.1 0.1
H -3.208 8.180 -1.404 -0.1 -0.2 -0.1
H -3.099 4.038 -1.660 0.0 0.1 0.0
C -2.267 10.289 3.208 -0.2 -0.1 0.0
N -2.993 10.292 1.953 0.3 -0.1 -0.4
C -4.411 10.597 1.959 0.1 0.0 -0.3
C -2.385 10.018 0.774 0.1 0.0 0.3
O -2.934 10.002 -0.316 -0.1 0.2 0.2
H -2.712 9.546 3.875 0.1 0.1 0.1
H -2.338 11.279 3.665 0.1 -0.1 0.1
H -1.217 10.044 3.048 -0.1 0.1 -0.1
H -4.963 9.751 1.542 -0.1 0.1 0.0
H -4.594 11.473 1.333 -0.2 -0.1 0.0
H -4.754 10.794 2.974 0.1 0.0 0.0
H -1.310 9.803 0.884 0.0 0.0 0.1
C -7.377 -4.120 7.699 0.3 0.1 0.1
N -6.249 -3.671 6.907 -0.2 -0.1 -0.5
C -5.048 -3.219 7.586 0.1 0.0 -0.3
C -6.278 -3.660 5.553 -0.1 0.0 0.3
O -5.364 -3.296 4.836 -0.1 0.0 0.1
H -7.710 -3.303 8.343 -0.1 -0.1 0.1
H -7.067 -4.967 8.316 -0.2 0.0 0.1
H -8.203 -4.429 7.059 0.1 0.0 0.0
H -4.843 -2.184 7.303 0.1 -0.1 0.1
H -4.204 -3.838 7.275 0.1 0.1 0.1
H -5.173 -3.285 8.666 -0.1 0.0 -0.1
H -7.233 -4.022 5.137 0.0 0.0 0.1
C 2.983 11.342 -0.682 -0.1 -0.2 0.0
N 2.142 10.585 0.225 -0.3 0.5 0.4
C 2.025 9.149 0.043 -0.2 0.1 0.2
C 1.463 11.173 1.235 0.3 -0.1 -0.4
O 0.742 10.591 2.030 0.1 -0.1 -0.1
H 2.612 11.217 -1.702 0.1 0.1 0.0
H 4.006 10.966 -0.619 0.0 0.1 -0.1
H 2.975 12.402 -0.427 -0.1 -0.1 0.0
H 0.976 8.895 -0.128 0.1 -0.2 0.0
H 2.363 8.646 0.948 0.0 0.0 -0.2
H 2.624 8.819 -0.804 0.0 0.1 0.1
H 1.618 12.263 1.285 0.0 0.0 0.0
C 1.839 5.861 4.224 0.1 -0.2 -0.1
N 2.212 5.480 2.877 -0.1 0.4 -0.3
C 2.819 4.180 2.656 0.0 0.1 -0.3
C 2.013 6.299 1.815 0.0 -0.2 0.2
O 2.301 6.041 0.661 0.0 -0.1 0.2
H 2.730 5.855 4.858 -0.1 0.0 0.1
H 1.113 5.143 4.612 0.0 0.1 0.2
H 1.398 6.858 4.239 0.0 -0.1 -0.1
H 3.806 4.315 2.208 0.0 -0.2 0.0
H 2.198 3.607 1.964 0.1 -0.1 0.0
H 2.914 3.639 3.597 0.0 0.1 0.0
H 1.546 7.259 2.094 0.0 -0.1 0.2
C 8.157 -6.650 -5.534 -0.1 0.0 -0.3
N 7.415 -5.885 -6.516 0.0 0.4 0.3
C 7.052 -6.515 -7.771 -0.1 0.3 0.0
C 7.047 -4.595 -6.298 0.0 -0.1 0.0
O 6.426 -3.900 -7.078 0.1 -0.3 -0.1
H 9.106 -6.970 -5.972 0.0 -0.1 0.2
H 7.573 -7.529 -5.249 0.2 0.0 0.1
H 8.359 -6.052 -4.645 -0.1 0.0 -0.1
H 7.489 -5.949 -8.597 -0.1 -0.1 -0.1
H 5.965 -6.504 -7.878 0.1 -0.1 -0.1
H 7.413 -7.542 -7.800 0.0 0.1 0.1
H 7.372 -4.213 -5.316 0.0 -0.1 0.0
```
Positions in Å, forces in eV/Å.

Löwdin population analysis, charges in e, atoms 1 to 4: atom 1 (C): 0.077, atom 2 (C): -0.146, atom 3 (C): -0.176, atom 4 (C): -0.210

***

Number 1: M 908.2 g mol⁻¹. Number 2: M 1176.1 g mol⁻¹.